Record 1
An isolated molecule of C5H7NO, computed with the ωB97M-V functional and the def2-TZVPD basis.

Structure (XYZ):
```
14
Properties=species:S:1:pos:R:3:forces:R:3:lowdin_charge:R:1
C 0.301360 1.562089 -0.972671 -0.0048 0.0539 -0.0249 -0.052
C 0.221236 0.096172 -0.576821 -0.0196 0.0106 0.0162 -0.284
C 1.058249 -0.357309 0.588897 0.1585 -0.1164 0.1085 -0.064
C 0.343332 -1.184333 1.352028 0.1296 0.1156 -0.1026 -0.101
N -0.954138 -1.312516 0.835568 -0.2837 0.0468 0.0089 0.090
C -1.166186 -0.404095 -0.185720 -0.2737 -0.1236 -0.1171 -0.441
O -2.243791 -0.120000 -0.659043 0.3110 -0.0536 0.0253 0.078
H 1.318028 1.787530 -1.311711 -0.1810 0.0566 0.0349 0.079
H 0.061162 2.220172 -0.132057 0.0303 -0.1179 -0.0876 0.087
H -0.398644 1.773742 -1.785723 0.1009 -0.0205 0.1161 0.082
H 0.477931 -0.521708 -1.454171 0.0216 0.0908 0.0890 0.162
H 2.082454 -0.071062 0.753677 0.0900 -0.0556 -0.0116 0.102
H 0.631794 -1.728241 2.244731 -0.0609 0.1297 -0.1833 0.117
H -1.732786 -1.740439 1.303016 -0.0183 -0.0163 0.1282 0.147
```
Positions in Å, forces in eV/Å.

As for the spin multiplicity: 1. For the HOMO-LUMO gap, the calculation gives 9.61 eV. The calculation puts the relative energy (zero: lowest compared OMol25 entry of this formula, charge and spin) at 0.1311 eV. As for the structure (SMILES): C[C@H]1C=CNC1=O. As for the charge: 0. Its total energy is -324.71965 Eh. Its HOMO energy is -8.7 eV. Its LUMO energy is 0.93 eV.

Record 2
An isolated molecule of C5H7NO, computed with the ωB97M-V functional and the def2-TZVPD basis.

Structure (XYZ):
```
14
Properties=species:S:1:pos:R:3:forces:R:3:lowdin_charge:R:1
C -1.891575 0.085387 0.083437 -0.0470 -0.0270 0.0224 -0.004
C -0.434699 -0.253424 0.058545 -0.3284 0.1367 -0.1690 -0.383
N 0.230594 -1.141952 1.011048 0.1050 -0.1622 -0.0568 0.111
C 0.711455 0.217088 0.908746 0.0838 0.2988 0.1894 -0.216
C 1.613626 0.449119 -0.304227 0.1945 -0.0367 -0.0478 -0.032
C 0.466406 -0.139295 -1.151717 -0.0514 -0.0543 -0.4212 -0.333
O 0.300027 -0.322689 -2.326954 0.1015 0.1475 0.5264 0.118
H -2.063125 0.892741 -0.636869 -0.0618 -0.1067 0.1237 0.087
H -2.191473 0.437017 1.074272 0.0290 -0.1284 -0.0979 0.084
H -2.524007 -0.759583 -0.200945 0.1149 0.0548 0.0419 0.083
H 0.841621 -1.830859 0.574133 -0.0830 0.1204 0.0256 0.110
H 0.653010 0.837270 1.796964 -0.0090 -0.0439 -0.1755 0.140
H 2.614937 0.012053 -0.337157 -0.1342 -0.0487 0.0443 0.111
H 1.673209 1.517129 -0.549282 0.0861 -0.1506 -0.0055 0.124
```
Positions in Å, forces in eV/Å.

As for the spin multiplicity: 1. For the HOMO-LUMO gap, the calculation gives 10.40 eV. The calculation puts the relative energy (zero: lowest compared OMol25 entry of this formula, charge and spin) at 2.0077 eV. As for the structure (SMILES): C[C@]12N[C@H]1CC2=O. As for the charge: 0. Its total energy is -324.65069 Eh. Its HOMO energy is -9.4 eV. Its LUMO energy is 0.96 eV.

M values (in g mol⁻¹) by entry order: 97.12; 97.12.